Here is a molecular structure, C16H23N5SV in a non-equilibrium geometry from the Open Molecules 2025 dataset. Energies are from ωB97M-V/def2-TZVPD.

Computed properties:
multiplicity: 2
E_HOMO (alpha / beta): -12.9872 / -12.4200 eV
E: -60926.403 eV
net charge: +2
ΔE to the lowest compared entry with this formula, charge and spin: 0.0000 eV

Geometry (Å):
V1 0.02198 -0.42761 0.36524
C1 0.68819 -1.38027 3.10830
C2 -0.82445 -1.42201 2.95291
N1 -1.18757 -1.75158 1.54148
C3 -2.61290 -1.39832 1.23621
C4 -2.71393 0.11453 1.15755
C5 -3.84349 0.85154 1.42946
C6 -3.76933 2.23528 1.32691
C7 -2.58324 2.84732 0.95368
C8 -1.48406 2.05830 0.68005
C9 -0.14343 2.61983 0.26005
N2 0.91888 1.57081 0.11794
C10 1.98866 1.63480 1.17840
C11 1.53623 0.90684 2.42641
N3 1.29692 -0.51668 2.05849
N4 -1.55700 0.72232 0.80343
H1 1.11469 -2.37516 2.98435
H2 0.95194 -1.03123 4.10790
H3 -1.24933 -0.44271 3.17224
H4 -1.27093 -2.13407 3.64798
H5 -1.05081 -2.74488 1.38620
H6 -3.31530 -1.80308 1.96585
H7 -2.86420 -1.83269 0.26852
H8 -4.76145 0.35969 1.72325
H9 -4.63940 2.84019 1.54936
H10 -2.51321 3.92509 0.87744
H11 0.17794 3.38505 0.96783
H12 -0.26316 3.12027 -0.70040
H13 1.37091 1.70549 -0.77766
H14 2.25395 2.66919 1.39557
H15 2.86812 1.14254 0.76313
H16 0.59551 1.33368 2.78310
H17 2.26810 1.00599 3.22980
H18 2.19456 -0.91377 1.79712
S1 1.56629 -1.93741 -0.72940
C12 1.68806 -1.86700 -2.47459
N5 2.91850 -2.00236 -3.01289
C13 3.18833 -2.06172 -4.33671
C14 2.16760 -1.96709 -5.23692
C15 0.87063 -1.82313 -4.73907
C16 0.63278 -1.77727 -3.38082
H19 3.68454 -2.10391 -2.35846
H20 4.22730 -2.18739 -4.60440
H21 2.37349 -2.01534 -6.29576
H22 0.03947 -1.76098 -5.43050
H23 -0.37165 -1.69470 -2.99287

=====

Here is a molecular structure, C16H23NO3P2Rb in a non-equilibrium geometry from the Open Molecules 2025 dataset. Energies are from ωB97M-V/def2-TZVPD.

Computed properties:
E_HOMO: -10.3214 eV
E: -43825.195 eV
net charge: +1

Geometry (Å):
Rb1 -2.14136 -1.21720 1.56365
O1 -0.42190 0.81648 -2.69432
C1 -0.46310 0.47417 -3.86391
O2 1.12586 -1.40583 -2.26804
C2 0.93585 -1.53745 -3.45589
O3 1.46751 -2.54356 -4.20808
N1 0.15860 -0.70789 -4.32208
C3 1.03303 -2.42915 -5.59263
C4 0.17037 -1.19867 -5.70155
H1 0.46556 -3.33009 -5.85369
H2 1.91997 -2.34148 -6.23010
H3 -0.84057 -1.45312 -6.04527
H4 0.61202 -0.46054 -6.37850
C5 -1.15810 1.24020 -4.91912
C6 -1.81531 2.37897 -4.62360
H5 -1.09928 0.85940 -5.94620
H6 -1.80273 2.80772 -3.62415
H7 -2.37927 2.88401 -5.40654
C7 3.09567 -0.73597 2.99294
P1 1.53357 -0.81092 2.03468
C8 1.21590 -2.61890 1.95944
C9 0.31640 -0.32063 3.35707
C10 0.02069 -1.12935 4.45353
C11 -1.11750 -0.86610 5.21452
C12 -1.91848 0.23535 4.92987
C13 -1.58914 1.09859 3.88448
C14 -0.49646 0.81270 3.06383
P2 -0.27837 1.47763 1.32599
C15 -1.89687 2.28675 1.07123
C16 0.81220 2.90517 1.69465
H8 3.92482 -0.89418 2.28897
H9 3.10872 -1.50698 3.77274
H10 3.20909 0.25946 3.44776
H11 1.95634 -3.15244 2.57120
H12 0.20603 -2.91989 2.29077
H13 1.34731 -2.90878 0.90600
H14 0.67885 -1.96755 4.70957
H15 -1.35880 -1.51577 6.06346
H16 -2.79362 0.45398 5.54872
H17 -2.17583 2.01113 3.72706
H18 -1.97188 3.18002 1.70532
H19 -1.93637 2.58759 0.01468
H20 -2.76422 1.63023 1.26704
H21 0.35298 3.54521 2.45936
H22 1.79099 2.55089 2.04936
H23 0.96084 3.47680 0.76576

=====

Here is a molecular structure, C16H24BF4K2O12 in a non-equilibrium geometry from the Open Molecules 2025 dataset. Energies are from ωB97M-V/def2-TZVPD.

Computed properties:
E_HOMO: -12.0367 eV
E: -85720.146 eV
net charge: +1
ΔE to the lowest compared entry with this formula, charge and spin: 26.6595 eV

Geometry (Å):
K1 -3.10495 -1.37408 -0.77660
K2 -0.17953 -2.62586 0.79498
B1 -1.36246 -0.68668 0.28873
F1 -0.08825 -0.17620 0.66972
F2 -1.77327 -1.43749 1.33228
F3 -2.32592 0.23074 -0.04014
F4 -1.11598 -1.42929 -0.82629
C1 0.99626 -0.60772 -1.43891
C2 0.28974 0.49722 -2.29334
C3 -0.78797 1.13164 -1.48876
O1 -0.75938 2.42647 -1.83783
C4 0.48103 2.72729 -2.33702
O2 0.88789 3.81673 -2.59916
O3 1.16310 1.66581 -2.50674
H1 1.83947 -1.11207 -1.91085
H2 0.23800 -1.37982 -1.30855
H3 1.42358 -0.31123 -0.48101
H4 0.13324 0.15552 -3.31650
H5 -0.61063 1.14830 -0.41341
H6 -1.72303 0.72859 -1.87776
C5 -0.70565 -3.55506 -4.67051
C6 -1.67314 -2.49569 -4.13504
C7 -1.14827 -1.81978 -2.81909
O4 -0.85769 -0.54360 -3.28869
C8 -1.37133 -0.36213 -4.47091
O5 -1.46137 0.74555 -4.98811
O6 -1.92207 -1.39563 -4.95045
H7 0.22509 -3.15156 -5.06928
H8 -1.13386 -4.09058 -5.51783
H9 -0.44486 -4.25725 -3.87866
H10 -2.64697 -2.95443 -3.96386
H11 -0.41004 -2.42238 -2.28995
H12 -1.84759 -1.57313 -2.02020
C9 0.09138 -0.73155 2.60089
C10 -0.42587 -0.67938 4.04315
C11 0.30956 -1.50197 5.01341
O7 0.47809 -0.53795 5.99306
C12 -0.12958 0.65513 5.75056
O8 -0.06508 1.72995 6.40908
O9 -0.53247 0.65291 4.53579
H13 0.85567 0.04458 2.56096
H14 -0.71320 -0.55299 1.88755
H15 0.63609 -1.64828 2.37506
H16 -1.42271 -1.08452 3.86910
H17 1.24329 -1.95421 4.67917
H18 -0.23145 -2.25055 5.59223
C13 1.03150 0.96260 1.04785
C14 1.88591 2.18075 1.16808
C15 1.25914 3.53954 1.17231
O10 2.04595 4.31419 2.06331
C16 2.81658 3.57262 2.74894
O11 3.52833 3.96242 3.59799
O12 2.64393 2.22907 2.35746
H19 0.40437 0.99564 0.15694
H20 0.21731 0.91636 1.77106
H21 1.62362 0.04812 1.01300
H22 2.66544 2.19973 0.40645
H23 0.20854 3.50364 1.46048
H24 1.35250 3.92197 0.15587

=====

Here is a molecular structure, C16H24Br2O2PdSe2 from the Open Molecules 2025 dataset. Energies are from ωB97M-V/def2-TZVPD.

Computed properties:
multiplicity: 3
E_HOMO (alpha / beta): -0.3103 / -0.7031 eV
E: -295332.312 eV
net charge: -2
ΔE to the lowest compared entry with this formula, charge and spin: 0.8693 eV

Geometry (Å):
Pd1 -0.01070 -0.77985 -0.73281
Br1 0.75247 -3.21011 -0.38265
C1 4.05973 -1.76243 -1.32449
Br2 3.15850 -0.17675 -1.32967
H1 3.91358 -2.42546 -2.15800
H2 4.69582 -1.98745 -0.48694
O1 1.28700 1.42770 -3.38022
C2 0.27931 1.67690 -4.33835
C3 -1.14613 1.56088 -3.78838
C4 -2.05089 2.30045 -4.79982
O2 -1.82307 3.70807 -4.92832
C5 -1.40851 2.18947 -2.41355
Se1 -0.54049 1.60600 -0.73310
C6 -1.65868 0.10912 -3.82641
Se2 -0.53772 -1.35548 -3.15410
H3 1.84677 0.71587 -3.69781
H4 0.33277 0.95624 -5.16510
H5 0.43779 2.67872 -4.75613
H6 -3.09606 2.12308 -4.51566
H7 -1.90021 1.88349 -5.79928
H8 -1.77432 4.05199 -4.02955
H9 -2.48599 2.09006 -2.24892
H10 -1.18237 3.26362 -2.42760
H11 -1.86177 -0.14490 -4.87368
H12 -2.61485 0.07670 -3.29719
C7 -1.58070 -1.53858 2.05854
C8 -0.41777 -0.59271 2.38286
C9 -1.03497 0.77986 2.75380
C10 0.49467 -0.44830 1.17707
C11 0.37121 -1.05843 3.60578
C12 1.53342 -0.37335 3.97888
C13 2.25133 -0.71949 5.11020
C14 1.83042 -1.77302 5.91601
C15 0.68386 -2.46504 5.56281
C16 -0.03467 -2.10808 4.42555
H13 -2.01950 -1.21840 1.11311
H14 -2.35338 -1.50835 2.83810
H15 -1.23527 -2.56327 1.91542
H16 -1.67021 1.11594 1.93385
H17 -0.25559 1.53087 2.89526
H18 -1.62441 0.70527 3.67675
H19 1.55247 -0.59971 1.39236
H20 1.87400 0.44185 3.35183
H21 3.14969 -0.16689 5.36319
H22 2.39261 -2.04971 6.80074
H23 0.34125 -3.29510 6.17136
H24 -0.92041 -2.67128 4.16427